Record 1
Entry from the Open Molecules 2025 dataset: a molecular structure, C18H38BeCl3N2O14 (the ωB97M-V functional and the def2-TZVPD basis).

Geometry as ORCA input:
```
! RIJCOSX wB97M-V def2-TZVPD def2/J DEFGRID3
* xyz -1 1
Cl -2.2363 2.4945 2.1339
Cl 2.3668 3.4765 3.6771
Cl 3.9531 0.0978 0.0377
O 2.3224 2.5843 2.5121
O -2.8888 2.3467 0.8393
O -0.8046 2.2755 1.9478
O 1.7249 4.7224 3.3753
O -2.7695 1.5120 3.0308
O 5.3495 0.0426 0.2849
O -0.9298 -0.6353 1.4440
O 3.5543 -0.6296 -1.1396
O -2.3957 3.8369 2.5961
O 3.4852 1.4897 -0.1703
O 1.7463 2.8394 4.8066
O 3.7631 3.6936 3.9696
O 3.2069 -0.2963 1.2210
O -0.8545 1.7560 -0.8828
N 0.2778 -1.3649 1.6427
N -0.7893 0.9554 -2.0464
C 1.8762 -3.6441 2.4279
C -0.5280 -2.1548 3.9939
C -1.3470 0.4820 -4.8850
C 0.0110 1.6314 -3.0959
C 1.4584 1.7221 -2.5754
C -0.3830 3.0879 -3.4211
C 0.8664 -0.1365 3.6361
C 0.2838 -2.5317 0.7407
C -3.1386 1.8081 -2.6656
C 0.2993 -2.0522 -0.7049
C -0.8633 -3.5260 0.9515
C -2.1684 0.6137 -2.4373
C 0.5461 -1.5348 3.0909
C -2.1114 -0.1817 -3.7542
C -2.8368 -0.3715 -1.4621
C 0.0512 0.8291 -4.3903
C 1.8563 -2.3385 3.2236
C 1.6148 -3.2475 0.9779
Be 1.0480 1.0347 0.7097
H -1.1428 3.0926 -4.2025
H -4.1637 1.5870 -2.3795
H 1.1048 -4.2843 2.8590
H -0.6580 -3.2123 3.7651
H -1.8061 -2.9794 0.8411
H 0.5590 -0.1284 -4.2328
H 0.4862 3.6342 -3.7847
H -2.8780 2.7228 -2.1239
H -0.1248 -1.0509 -0.8260
H -2.2022 -1.2262 -1.2389
H 1.1541 -0.2215 4.6881
H 1.9130 -2.6708 4.2712
H 2.8419 -4.1366 2.5339
H 2.1626 1.8116 -3.4062
H -1.4868 -1.6693 3.7900
H -2.9098 0.1840 -0.5178
H 1.8046 0.8062 -2.0815
H -1.3258 -0.1480 -5.7800
H -0.1937 -2.6871 -1.4444
H -3.8397 -0.6821 -1.7425
H -0.8730 -4.0062 1.9266
H -0.7459 3.6267 -2.5467
H -3.1556 -0.2085 -4.0909
H 1.2861 -1.9041 -1.1588
H -1.6427 -1.1377 1.8648
H 1.6430 2.5745 -1.9203
H -1.8983 1.3381 -5.2887
H -0.8753 -4.3150 0.2024
H 1.7357 0.3593 3.1931
H 1.5579 -4.2126 0.4365
H -3.0936 2.1318 -3.7047
H -0.2586 -2.0161 5.0346
H 2.4837 -2.9335 0.3972
H 0.0137 0.5449 3.6328
H 2.7762 -1.7614 3.1484
H -1.8540 -1.2373 -3.6468
H 0.6094 1.3825 -5.1463
H -1.6206 2.3464 -0.9613
*
```

Properties
Kohn-Sham gap, eV: 6.08
Energy above the lowest of the compared OMol25 structures with the same formula, charge and spin, kcal per mole: 0.00
Electronic energy, eV: -88870.9345
E_HOMO, hartree: -0.2355



Record 2
Entry from the Open Molecules 2025 dataset: 2 unconnected molecules or ions with the total composition C5H12N2O2 (the ωB97M-V functional and the def2-TZVPD basis).

Geometry as ORCA input:
```
! RIJCOSX wB97M-V def2-TZVPD def2/J DEFGRID3
* xyz 0 1
O 1.0548 1.0193 -1.1376
O 0.8901 1.0217 1.6804
N -0.7556 -0.8591 0.7829
N 2.1358 0.4726 1.6422
C -2.4321 0.6291 0.3597
C 2.6004 -0.0503 0.4180
C -1.4004 -0.3458 -0.1214
C 2.1398 0.2898 -0.7752
C -1.3851 -0.8377 -1.5459
H -2.2417 -1.2947 -1.9023
H -2.5177 0.8106 1.4266
H -1.1418 0.0199 -2.1300
H 2.5691 -0.0798 -1.7779
H 2.2674 -0.0812 2.4173
H -0.1388 -1.7285 0.5995
H 3.4953 -0.7258 0.5562
H 0.8351 1.2957 -0.2454
H -0.5270 -1.6848 -1.5963
H 0.2419 0.3174 1.5797
H -3.3929 0.2722 -0.0398
H -2.2967 1.5393 -0.1905
*
```

Properties
Kohn-Sham gap, eV: 8.45
Energy above the lowest of the compared OMol25 structures with the same formula, charge and spin, kcal per mole: 113.09
Structure (SMILES): O/C=C\NO.CC(C)=N
Electronic energy, eV: -12451.0783
E_HOMO, hartree: -0.2791



Record 3
Entry from the Open Molecules 2025 dataset: a molecular structure, C18H47N3O13Y2 (the ωB97M-V functional and the def2-TZVPD basis).

Geometry as ORCA input:
```
! RIJCOSX wB97M-V def2-TZVPD def2/J DEFGRID3
* xyz 4 1
Y 1.1451 -2.1353 3.1525
Y -1.5298 -2.9397 -1.1668
O 0.9586 0.8524 -0.1241
O -1.1942 -1.9572 2.9749
O 0.6030 0.2316 3.4250
O -3.3619 -2.3522 2.9183
O -0.7059 4.3230 3.7692
O -0.0907 -1.1195 -0.6802
O 1.3557 1.2153 -4.5027
O 0.9459 -1.3476 5.3652
O -3.2287 2.4755 1.2777
O 2.9799 -2.2688 -2.8872
O -2.1492 -2.2765 1.1216
O 1.2185 -1.0718 1.0342
O 1.7151 2.5130 2.6125
N -3.4855 3.0400 4.2488
N -0.0983 -1.9799 -5.7112
N 0.5223 -3.2989 -2.4427
C 1.4958 -0.5970 -6.9668
C -3.4382 1.7702 3.5931
C 1.2756 3.8424 2.3780
C 0.6623 -0.0607 5.8411
C 1.6665 -4.2098 -2.3874
C 0.6344 -0.4962 0.0750
C 1.1143 -5.5573 -2.9624
C -2.2259 -2.1692 2.3389
C -4.8437 1.2344 3.3010
C 2.8380 -3.5945 -3.2307
C -2.4975 2.2793 0.0309
C 0.9019 -0.9031 -5.6287
C 0.9611 2.4069 -3.7655
C 3.9852 -1.8844 -1.9156
C -0.0834 0.5536 4.6335
C 0.3085 0.2816 -4.7976
C -2.5096 1.8299 2.3095
C 0.6508 4.6515 3.5442
H 1.0718 -2.4524 -2.4825
H 0.0578 -2.3428 -6.6407
H 3.9745 -0.7945 -1.9298
H 0.5442 -5.4915 -3.8891
H 3.8188 -2.0649 -0.8536
H 5.0358 -1.9043 -2.2051
H 0.6530 2.0446 -2.7848
H -3.8951 -2.4507 2.1261
H 1.5258 1.1121 0.6056
H -4.7093 0.3177 2.7267
H 1.9750 -6.1747 -3.2196
H -0.1218 1.6277 4.8152
H -5.4745 1.9083 2.7214
H -2.5559 3.3838 4.4428
H 0.0566 2.6981 -4.2996
H -2.5585 3.1958 -0.5560
H -0.0374 -0.0690 -3.8252
H 0.5960 -1.9853 5.9917
H 2.4732 2.4595 3.1991
H 0.8481 1.0543 2.9951
H 1.5688 0.4803 6.1126
H -0.5189 0.7548 -5.3264
H -0.0332 -0.2342 6.6623
H 0.8293 -0.8605 -7.7880
H 1.8781 -4.3146 -1.3232
H 1.8029 0.4461 -7.0440
H -1.0832 0.1605 4.4490
H 1.8313 3.0553 -3.6632
H -2.9226 1.2896 4.4245
H 0.3526 -3.2695 -3.4379
H -2.8403 1.4711 -0.6153
H -0.8462 -1.3065 -5.7967
H -1.2553 5.0687 3.5169
H -3.6298 3.6293 3.4413
H -1.4298 2.1314 0.1928
H 0.5358 3.8245 1.5776
H 0.5484 -6.0590 -2.1774
H 3.7062 -4.2144 -3.0069
H -5.2987 0.9153 4.2387
H 1.7333 -1.3266 -5.0652
H 0.7020 5.7181 3.3252
H -2.2497 0.7830 2.1529
H 2.1075 4.3340 1.8737
H 2.6343 -3.7112 -4.2951
H 1.2691 4.6963 4.4407
H 2.4138 -1.1635 -7.1232
H -1.5792 2.3487 2.5407
*
```

Properties
Kohn-Sham gap, eV: 2.72
Electronic energy, eV: -52561.1619
E_HOMO, hartree: -0.6265



Record 4
Entry from the Open Molecules 2025 dataset: a single C17H17N3O molecule (the ωB97M-V functional and the def2-TZVPD basis).

Geometry as ORCA input:
```
! RIJCOSX wB97M-V def2-TZVPD def2/J DEFGRID3
* xyz 0 1
O 1.6646 -2.0355 -1.3312
N 3.6053 -0.3748 -0.7924
N 0.3359 1.6568 1.3189
N -0.8996 -0.0682 0.1814
C 2.7698 0.4273 -0.1130
C -2.2359 1.9103 -0.2867
C -2.1203 0.5247 -0.1443
C 3.2161 1.5898 0.5207
C -0.5020 -1.3693 -0.3349
C -1.8814 -2.8968 1.2481
C 4.5547 1.9155 0.4353
C 0.9492 -1.1454 -0.6683
C -4.4648 0.3363 -0.6932
C -3.2551 -0.2533 -0.3785
C -0.5083 -2.4743 0.7479
C 1.3894 -0.0034 -0.0810
C 4.8843 -0.0498 -0.8646
C -4.5783 1.7117 -0.7876
C 0.2478 0.6601 0.5448
C -3.4509 2.4909 -0.5935
C 5.4143 1.0831 -0.2726
H 2.6011 -1.6761 -1.3270
H -5.3273 -0.2913 -0.8651
H 0.0830 -2.1094 1.5914
H -5.5268 2.1689 -1.0243
H 0.0059 -3.3387 0.3229
H 4.9321 2.8078 0.9137
H 5.5060 -0.7362 -1.4258
H -1.1028 -1.6684 -1.1976
H 6.4657 1.3070 -0.3607
H -1.3653 2.5392 -0.1869
H -3.5104 3.5648 -0.6946
H -1.7653 -3.6687 2.0059
H 2.5006 2.1889 1.0591
H -3.1988 -1.3263 -0.3236
H -0.5427 1.9692 1.7200
H -2.4068 -2.0577 1.6969
H -2.4831 -3.3088 0.4406
*
```

Properties
Kohn-Sham gap, eV: 8.76
Energy above the lowest of the compared OMol25 structures with the same formula, charge and spin, kcal per mole: 25.26
Structure (SMILES): [H]/N=C1/C(c2ccccn2)=C(O)[C@@H](CC)N1c1ccccc1
Electronic energy, eV: -24423.1096
E_HOMO, hartree: -0.2954



Record 5
Entry from the Open Molecules 2025 dataset: 2 unconnected molecules or ions with the total composition CHCl2F2NS (the ωB97M-V functional and the def2-TZVPD basis).

Geometry as ORCA input:
```
! RIJCOSX wB97M-V def2-TZVPD def2/J DEFGRID3
* xyz 0 1
Cl 2.0731 0.4969 -0.4471
Cl -1.2577 -2.1611 -1.0021
S 0.4443 -0.9063 -0.7420
F 0.3824 -0.9490 0.8083
F 1.3919 -2.2209 -0.8359
N -0.8634 1.1836 -0.0567
C -0.9228 1.9796 0.7626
H -1.2478 2.5771 1.5130
*
```

Properties
Kohn-Sham gap, eV: 9.48
Energy above the lowest of the compared OMol25 structures with the same formula, charge and spin, kcal per mole: 17.33
Electronic energy, eV: -43855.8413
E_HOMO, hartree: -0.3659



Which of these has the highest E_HOMO?
C18H38BeCl3N2O14



Which of these has the lowest electronic energy?
C18H38BeCl3N2O14